a) H80O40 | ωB97M-V/def2-TZVPD

Output
LUMO level = -0.7083 eV

```
! RIJCOSX wB97M-V def2-TZVPD def2/J DEFGRID3
* xyz 0 1
O 3.725 -1.534 -4.177
O 3.272 0.573 1.013
O -0.790 0.522 -3.626
O -3.613 4.039 2.726
O -1.879 1.506 3.667
O -0.706 3.350 1.090
O 0.552 6.722 0.655
O 0.742 -1.469 3.575
O 2.194 0.265 -1.546
O -0.250 -1.185 -0.824
O -4.553 3.807 -0.515
O -1.970 1.911 -1.735
O 0.159 -2.797 1.346
O -1.130 -4.808 -2.786
O -1.452 -4.803 0.457
O -3.545 -3.219 -1.698
O -3.316 4.061 -3.633
O 2.746 0.188 4.767
O 5.684 1.627 2.536
O -3.698 -2.837 1.778
O 4.158 -1.795 -1.750
O 4.871 -1.013 3.442
O 0.626 5.926 -2.236
O 2.868 -4.215 1.567
O -3.480 1.237 -4.027
O 0.121 -2.562 -3.345
O -3.340 0.777 1.101
O 0.543 -1.867 6.675
O 1.626 -4.465 -0.878
O -4.941 -1.129 -3.827
O -0.160 4.423 4.722
O -6.146 -0.755 1.812
O -1.657 -2.689 -5.581
O 4.615 -2.439 0.801
O 1.233 2.625 -1.440
O 2.161 3.886 -4.383
O 0.123 1.233 4.822
O 1.680 2.673 2.795
O 1.227 -1.211 -6.191
O -0.805 -4.837 3.220
H 0.787 -3.018 -3.862
H 1.509 0.468 -0.896
H 4.265 -1.098 -1.101
H 3.701 -3.728 1.336
H 2.764 4.007 -3.643
H -4.650 4.730 -0.773
H 3.533 0.654 4.455
H 4.908 1.239 2.085
H -1.582 3.721 1.184
H 2.041 -4.233 -0.017
H 4.554 -1.535 1.099
H -3.767 -3.275 -0.763
H 0.012 -3.225 -2.631
H -3.837 0.305 -3.973
H 0.474 -1.275 -1.464
H -0.618 1.349 5.424
H 5.719 -0.618 3.691
H 5.088 -1.949 3.381
H -4.370 -2.148 1.933
H -2.217 2.740 -2.148
H -2.099 1.125 -2.251
H 3.443 -2.244 -3.597
H -2.676 3.839 -4.308
H 1.079 -1.079 6.475
H 0.283 2.745 -1.280
H -2.611 -3.044 -1.845
H -2.039 -4.079 0.209
H 2.421 1.167 -1.884
H 3.000 -0.711 4.518
H 1.258 6.127 0.871
H 0.064 0.417 -3.165
H 0.550 3.793 4.868
H 0.783 0.847 5.434
H -3.200 1.613 0.637
H -0.756 4.138 4.022
H -3.320 4.458 1.915
H -3.939 3.332 -3.550
H 1.308 -0.253 -6.262
H -0.349 -4.725 2.394
H 3.410 1.035 0.193
H -2.471 -2.364 -5.924
H -1.120 -5.700 -3.177
H 0.041 3.829 1.422
H 4.699 -1.397 -2.453
H 2.399 0.177 1.001
H 0.536 -0.863 2.856
H 1.541 3.238 -4.078
H -5.669 -0.366 2.566
H 1.447 6.377 -2.033
H 1.037 -2.899 0.960
H -3.965 3.487 -1.215
H 0.278 -2.614 2.298
H -0.244 -2.081 -0.448
H 0.774 -1.249 -5.346
H 3.064 -0.837 -4.193
H 3.180 -5.098 1.799
H -5.617 -0.188 1.210
H 0.460 6.760 -0.305
H 1.773 3.169 -0.866
H -4.571 4.134 2.743
H 4.447 -2.574 -0.146
H 1.364 3.475 3.197
H -2.951 -2.233 1.717
H 6.295 1.511 1.793
H -2.603 0.878 -4.270
H 1.073 -2.445 6.099
H -3.002 0.116 0.489
H -1.388 1.571 2.843
H 0.223 6.194 -3.059
H -1.661 -5.228 3.022
H -5.008 -0.909 -2.887
H -0.994 -0.425 -3.472
H 0.358 -1.157 4.391
H -1.419 -3.103 -4.766
H -0.732 -4.235 0.797
H -2.431 2.270 3.823
H 2.045 -5.288 -1.144
H -0.682 -5.157 -1.987
H 1.601 1.883 3.356
H -4.521 -1.997 -3.694
*
```

***

b) H80O40 | ωB97M-V/def2-TZVPD

Output
LUMO level = -0.7821 eV

```
! RIJCOSX wB97M-V def2-TZVPD def2/J DEFGRID3
* xyz 0 1
O -0.610 1.740 -3.983
O -0.759 -2.647 5.938
O -1.244 3.452 0.340
O -5.618 -1.377 -0.796
O -4.132 2.782 2.477
O 3.278 -2.343 -4.904
O 1.383 -2.595 -2.492
O -5.086 1.669 -0.113
O 1.372 0.852 -0.270
O 4.150 -4.365 1.102
O 3.067 0.704 -2.135
O -5.287 -2.411 -3.135
O -3.086 0.327 0.749
O 1.525 1.650 5.194
O 3.061 -3.876 3.650
O 0.399 -4.499 1.786
O 5.980 -1.758 1.147
O 2.160 -1.853 0.735
O 3.520 3.414 -4.575
O 3.877 2.185 -0.141
O 0.521 0.634 -6.481
O 3.776 0.639 1.969
O -4.055 0.978 -2.341
O -3.177 -2.289 2.835
O 3.073 -1.477 4.309
O -1.837 -1.085 -1.068
O -2.974 3.434 -4.257
O -0.139 -1.568 3.114
O 0.036 5.577 -2.236
O -1.369 5.616 1.934
O -2.483 -3.064 -4.419
O 4.067 -2.389 -2.499
O 0.928 2.535 -2.195
O -1.528 -3.983 0.120
O -0.015 0.622 1.568
O 1.634 3.960 2.752
O 4.459 0.679 4.598
O -1.116 2.080 4.548
O -3.756 -4.253 -1.502
O -1.576 1.378 -1.666
H 3.964 1.191 1.096
H -2.682 -0.859 -0.686
H 1.130 -1.714 -2.744
H 3.033 0.064 1.903
H -2.452 -3.928 0.479
H 3.383 -0.027 -2.715
H 0.653 5.666 -1.553
H 2.565 3.243 -4.811
H -2.017 2.487 4.346
H 4.141 1.545 4.841
H 2.774 -3.968 4.547
H -5.175 -1.934 -1.460
H -4.653 2.410 1.759
H 0.980 -2.644 -1.583
H 3.164 2.890 0.048
H -1.027 -4.249 0.944
H -2.221 5.604 1.631
H 3.715 1.897 -1.124
H 4.199 -3.049 -1.839
H 2.493 -2.693 1.223
H -0.733 0.871 -3.467
H -5.046 -3.322 -3.318
H 2.292 1.146 -2.566
H -3.994 -3.525 -2.051
H 6.309 -1.059 1.614
H 4.992 -1.550 0.760
H -0.195 1.193 0.719
H 1.298 1.723 -0.693
H -5.777 1.094 -0.559
H -1.645 0.399 -1.337
H -3.111 1.171 -2.253
H 2.555 -2.375 -5.513
H 2.246 0.421 -0.660
H 3.026 -2.516 -4.007
H 3.093 -2.260 -2.360
H -0.988 -1.475 3.599
H 0.072 2.449 -1.875
H 3.338 4.321 -4.315
H -0.933 -3.561 5.649
H -3.811 -1.876 3.435
H -4.773 2.090 -0.936
H 1.105 1.399 -6.496
H 0.750 0.504 -5.505
H -0.906 1.692 -4.876
H -1.164 -0.777 -0.451
H 4.170 -3.568 1.602
H -4.616 0.255 -2.357
H -3.219 2.719 2.250
H -1.412 1.977 -0.988
H -1.156 5.039 2.659
H -1.901 -3.681 -4.035
H -2.668 2.642 -3.717
H -3.555 -2.277 1.975
H -4.069 0.486 0.591
H -6.040 -1.865 -0.083
H -3.036 0.310 1.691
H 0.943 1.283 4.529
H -1.635 3.953 -0.392
H 2.506 4.120 2.356
H 0.943 0.768 1.701
H 1.613 -1.310 1.309
H -3.933 3.240 -4.397
H -2.283 -2.192 -4.185
H -0.279 -1.079 2.277
H 3.379 -3.005 3.426
H -0.654 4.136 0.740
H 0.617 -3.526 1.857
H 1.065 3.181 -2.901
H 4.191 -5.032 1.740
H 4.354 0.787 3.566
H 3.794 -0.855 4.730
H -0.463 4.758 -2.026
H -0.749 -2.040 5.152
H 2.053 0.771 5.148
H -0.492 2.816 4.275
H 0.385 -4.935 2.592
H 1.771 3.199 3.322
H 2.335 -1.529 5.017
H -5.087 -1.883 -3.890
H -3.255 -4.842 -2.029
*
```

***

c) H80O40 | ωB97M-V/def2-TZVPD

Output
LUMO level = -0.7025 eV

```
! RIJCOSX wB97M-V def2-TZVPD def2/J DEFGRID3
* xyz 0 1
O -0.809 5.269 -2.720
O 2.443 -1.489 -1.706
O -3.099 1.406 1.660
O 3.487 -0.209 -4.880
O -0.505 -5.216 1.516
O 4.013 3.139 2.172
O 3.731 6.008 -1.182
O 0.245 -1.513 5.839
O -1.181 -2.628 2.622
O -2.064 3.915 2.069
O 3.489 2.548 -4.660
O -0.970 -5.872 -1.805
O -4.032 4.404 -0.237
O 5.840 -0.433 2.096
O -3.998 -2.731 -0.303
O 0.983 1.982 -3.842
O 3.123 2.273 -0.979
O -2.068 -1.407 0.295
O -6.345 2.309 1.016
O -0.690 0.858 0.635
O 1.764 4.622 -2.470
O 0.905 -0.625 3.281
O -0.338 -2.949 -1.539
O -2.682 -0.862 4.583
O 0.050 -0.337 -3.013
O 2.101 -5.086 -3.424
O -0.953 1.464 -6.146
O 1.004 2.904 0.323
O 0.327 1.127 6.736
O 0.871 -5.485 -0.738
O -1.214 2.785 -2.823
O -4.950 -1.128 1.418
O -0.755 1.490 4.018
O -4.339 2.144 -1.714
O 2.898 0.563 1.881
O 5.056 -3.113 1.446
O -2.393 -0.002 -2.462
O -1.791 -4.330 -0.112
O -3.724 -3.791 3.477
O 5.024 -1.649 -0.882
H 3.587 3.467 2.932
H -1.524 3.497 -3.390
H 1.236 4.329 -3.207
H -2.001 -3.964 -0.978
H 2.327 -5.390 -2.567
H 0.448 -1.154 -2.797
H 3.059 1.453 -1.484
H 3.874 5.273 -0.578
H -2.602 -1.594 5.204
H -3.614 5.236 -0.455
H -4.311 -1.276 2.121
H 5.247 0.314 2.015
H -2.410 3.194 1.523
H -1.067 -4.834 0.824
H -1.519 -5.256 -0.245
H -0.553 0.345 -0.172
H 0.293 0.236 6.352
H 0.382 0.123 3.640
H 4.038 -1.695 -0.875
H -5.671 2.365 1.686
H 0.922 1.015 -3.954
H -0.673 -5.521 -2.651
H -2.999 -4.214 3.005
H 1.771 -0.431 3.471
H 0.969 1.684 6.344
H -1.992 0.881 -2.496
H 2.274 2.344 -0.530
H -1.917 -0.893 4.035
H 4.451 2.523 -4.498
H -0.270 -2.219 -2.174
H -0.208 -5.971 -1.210
H -0.764 -3.388 2.200
H 1.724 -5.573 -0.309
H 0.334 -1.365 4.884
H 2.961 -1.292 -2.506
H -2.013 -1.102 1.205
H -0.619 1.931 -5.358
H -0.609 -2.107 3.199
H -0.283 -6.078 1.160
H -4.567 2.101 -2.649
H -2.643 1.341 0.826
H 5.630 -0.840 2.942
H 2.552 -0.005 -5.000
H 4.957 -0.952 -1.558
H -1.193 1.422 4.875
H -3.333 -3.342 0.014
H 3.240 2.408 -3.739
H 2.768 -4.753 -4.015
H -0.598 -2.474 -0.737
H -3.979 1.032 1.549
H -5.922 2.726 0.268
H 5.929 -3.206 1.806
H 3.032 0.783 2.814
H 2.497 4.142 -2.084
H 0.490 -4.600 -0.769
H -2.943 -0.282 -1.728
H -3.623 -1.921 0.061
H -0.786 6.102 -3.155
H -3.091 -3.424 4.117
H 3.437 1.267 1.510
H -1.930 -2.355 0.450
H -4.388 3.090 -1.497
H -0.354 3.110 -2.555
H 0.751 2.279 -4.727
H -0.449 5.335 -1.863
H -0.470 0.266 1.366
H 5.288 -2.313 0.942
H 0.381 2.491 -0.284
H 2.087 -2.301 -2.086
H -5.646 -1.763 1.546
H 2.817 6.022 -1.448
H -2.338 3.723 2.971
H 0.681 2.454 1.115
H 3.418 2.685 1.589
H -0.933 -0.491 -3.050
H 0.732 -2.301 6.076
H -1.354 0.758 -5.606
H -3.408 3.953 0.323
H -1.322 1.901 3.363
H 3.851 0.683 -4.785
*
```

***

d) H80O40 | ωB97M-V/def2-TZVPD

Output
LUMO level = -0.5868 eV

```
! RIJCOSX wB97M-V def2-TZVPD def2/J DEFGRID3
* xyz 0 1
O -4.619 1.252 -0.161
O -1.668 -1.162 -3.206
O -2.709 -5.407 -1.983
O -1.168 -1.047 4.591
O 0.531 2.002 0.653
O -2.982 0.922 4.297
O -1.979 1.629 -4.956
O 0.856 1.157 -4.982
O -2.383 -3.675 3.969
O 5.685 -1.182 0.601
O 3.722 2.532 4.555
O -2.761 -1.843 1.311
O -5.079 4.211 -0.233
O 1.104 5.385 2.614
O 2.803 -0.042 -0.385
O 4.293 -4.756 1.002
O 4.107 -1.458 -2.409
O -1.839 0.758 1.699
O 2.930 0.215 3.010
O 0.997 -1.670 -3.850
O 0.012 -5.970 -3.895
O 2.033 -4.373 -3.551
O -1.865 5.896 1.775
O 1.229 -2.561 2.313
O 5.391 1.330 0.391
O 2.962 3.160 0.876
O -5.804 -0.791 -1.694
O -2.331 3.421 -1.937
O 2.312 -3.264 -1.081
O -0.480 -2.687 -0.953
O -3.474 -4.369 1.608
O 4.270 2.977 -2.779
O -3.419 -2.609 -1.101
O 0.917 -5.562 -0.478
O 5.444 4.043 0.709
O 0.401 4.534 0.122
O -1.224 1.130 -0.926
O 0.019 3.288 -3.206
O -5.485 1.641 2.663
O -0.896 3.175 4.330
H 6.461 -1.695 0.337
H -3.737 1.601 -0.320
H -4.902 -1.137 -1.819
H 0.724 2.988 -3.786
H -1.753 2.886 4.615
H -3.110 -5.870 -1.254
H -5.994 -1.158 -0.817
H -3.238 -1.421 0.615
H -0.497 4.383 0.467
H -3.074 3.949 -2.227
H 1.446 -6.207 -0.958
H -3.228 -5.613 -2.771
H 2.162 -0.140 2.585
H -1.106 -2.100 -0.498
H 1.765 -2.725 3.078
H -5.229 4.382 -1.160
H 0.839 2.965 0.642
H 5.209 0.771 1.123
H 2.381 -0.269 0.446
H -1.848 -4.346 3.547
H 4.150 -4.850 1.952
H 4.825 4.092 1.432
H -0.909 5.901 1.911
H 0.126 1.708 -5.304
H -2.086 1.900 -4.033
H -4.908 0.846 -1.002
H 4.721 2.194 -3.104
H -0.380 1.436 -0.463
H -1.446 -1.286 -2.281
H 3.112 -0.308 3.781
H 3.558 2.463 0.544
H 4.393 -2.208 -1.865
H -2.309 1.557 1.947
H -1.670 1.902 -1.304
H 3.766 -1.921 -3.176
H -2.203 5.597 2.631
H -4.690 1.691 2.119
H 3.365 3.941 0.507
H -0.348 3.430 5.077
H 4.587 2.839 4.279
H -1.810 -0.260 -3.443
H -3.836 -4.858 2.348
H 0.768 -5.559 -3.438
H -0.942 -0.392 3.904
H -2.926 -3.285 -1.572
H -1.572 3.588 -2.535
H 5.625 3.109 0.493
H 1.670 -3.106 1.642
H -3.932 -2.917 -0.350
H 3.310 2.345 3.706
H 0.273 0.828 -4.284
H 0.283 3.362 -2.298
H 3.548 -0.659 -0.434
H -5.365 3.303 -0.149
H -3.126 -3.547 2.005
H 2.646 -2.377 -1.167
H 3.442 -4.930 0.568
H -6.162 1.350 2.042
H 1.359 -3.184 -0.975
H 1.448 4.754 3.246
H -0.714 -3.592 -0.718
H 5.233 0.967 -0.479
H 2.524 -3.559 -3.715
H 0.297 -5.225 -1.137
H -0.310 -5.226 -4.396
H 1.477 1.772 0.640
H -1.172 0.956 1.031
H 3.319 2.846 -2.716
H 5.250 -1.691 1.293
H -1.789 -2.907 3.927
H 0.169 -1.529 -3.376
H 0.967 4.817 1.830
H 1.712 -1.199 -3.419
H -1.992 -0.658 4.864
H 1.783 -4.152 -2.646
H -2.114 -1.175 1.552
H 0.844 5.358 0.294
H -3.655 0.250 4.127
H -1.704 2.350 -5.526
H -3.607 1.640 4.448
*
```

***

Among the structures above, stability is greatest for d).